ORCA calculation (ωB97M-V with the def2-TZVPD basis set) on C25H26N3O9SV as an isolated structure.

Calculated values
Orbital gap (spin up / spin down) = 0.221 / 0.289 Eh
Expectation value of S² = 3.755
Total charge = -1
Multiplicity = 4

Each line ends with the Löwdin charge.
Element x y z (Å)
V 0.0588 -1.0044 -1.4469  0.82
O -0.0941 -1.2466 0.7086  -0.07
C 0.1896 -0.0777 1.5122  -0.29
C 0.8814 0.9897 0.5928  -0.60
O 1.3486 1.9629 1.1794  0.05
O 0.8752 0.7476 -0.6452  -0.05
C -1.0970 0.5431 2.0219  -0.14
C -1.0506 1.4336 3.0945  -0.02
C -2.2061 2.0459 3.5450  -0.08
C -3.4253 1.7864 2.9283  -0.10
C -3.4727 0.9250 1.8463  -0.07
C -2.3116 0.3098 1.3892  -0.02
C 1.1255 -0.5695 2.6088  -0.14
C 0.6157 -1.1955 3.7416  -0.03
C 1.4629 -1.7802 4.6722  -0.08
C 2.8351 -1.7458 4.4769  -0.10
C 3.3519 -1.1238 3.3488  -0.08
C 2.5040 -0.5384 2.4210  -0.01
H -0.8681 -1.7133 1.0499  0.13
H -0.0967 1.6558 3.5537  0.12
H -2.1546 2.7359 4.3783  0.10
H -4.3287 2.2669 3.2829  0.09
H -4.4084 0.7356 1.3356  0.10
H -2.3620 -0.2999 0.4932  0.09
H -0.4560 -1.2230 3.9014  0.12
H 1.0486 -2.2620 5.5490  0.10
H 3.5000 -2.2000 5.2014  0.09
H 4.4229 -1.0881 3.1912  0.10
H 2.9136 -0.0427 1.5506  0.13
C 4.8905 -3.8739 -1.6087  -0.07
O 3.9752 -2.8284 -1.8916  0.00
C 2.7723 -2.7962 -1.2738  -0.52
O 2.0465 -1.8514 -1.5099  0.06
N 2.4980 -3.8057 -0.4248  0.02
N 1.3167 -3.8913 0.3261  0.08
H 5.7828 -3.6498 -2.1861  0.09
H 4.5010 -4.8445 -1.9278  0.10
H 5.1492 -3.9005 -0.5470  0.10
H 3.1206 -4.5843 -0.3323  0.11
H 1.2737 -3.0717 0.9224  0.06
H 0.5137 -3.8344 -0.3101  0.07
C -0.7814 6.1033 -2.3118  -0.06
C -1.0008 4.6319 -2.5329  -0.28
C -1.4466 3.8120 -1.5068  -0.03
C -1.6422 2.4520 -1.7080  -0.04
C -1.3804 1.9053 -2.9485  -0.26
C -0.9318 2.7072 -3.9917  -0.05
C -0.7508 4.0611 -3.7808  -0.05
S -1.5411 0.1695 -3.2715  0.59
O -0.1439 -0.2816 -3.5156  -0.36
O -2.4209 0.0148 -4.4077  -0.31
N -2.0159 -0.4444 -1.9148  -0.28
C -2.8755 -1.6263 -1.9788  -0.18
C -2.1388 -2.9527 -1.7067  -0.64
O -2.7863 -3.9768 -1.5243  0.00
O -0.8515 -2.8687 -1.6826  -0.15
H -0.9314 6.3684 -1.2657  0.07
H -1.4700 6.7004 -2.9143  0.08
H 0.2334 6.3942 -2.5895  0.08
H -1.6276 4.2318 -0.5241  0.11
H -1.9789 1.8109 -0.9061  0.09
H -0.7232 2.2650 -4.9571  0.12
H -0.3978 4.6868 -4.5933  0.11
H -3.3651 -1.7202 -2.9519  0.11
H -3.6731 -1.5387 -1.2346  0.11

Atoms 1-3, force components in eV/Å:
V 0.00 -0.12 -0.09
O -0.10 -0.02 -0.08
C -0.04 -0.05 0.12